Molecular formula: C39H81N4O7S2
Method: DFT, ωB97M-V/def2-TZVPD

Element x y z (Å)
C 6.66 1.31 1.31
C 5.59 1.06 2.38
C 4.56 2.18 2.48
C 3.46 2.10 1.40
N 2.88 0.77 1.28
C 2.34 0.40 -0.04
C 1.70 1.52 -0.85
C 0.44 2.11 -0.19
C -0.07 3.38 -0.89
N -0.23 4.55 0.00
C 1.02 4.89 0.75
O 1.27 6.26 0.71
C 2.63 6.50 1.11
C -1.38 4.67 0.67
N -2.37 3.67 0.76
N -1.60 5.84 1.27
C 2.15 0.30 2.37
S 1.78 -1.28 2.54
S 1.66 1.47 3.66
C -0.17 1.50 3.67
C -0.98 0.20 3.65
C -1.45 -0.19 2.25
H 7.31 0.44 1.25
H 7.25 2.19 1.58
H 6.20 1.50 0.33
H 5.14 0.08 2.21
H 6.12 0.99 3.34
H 4.13 2.27 3.48
H 5.08 3.13 2.29
H 2.70 2.86 1.61
H 3.95 2.34 0.45
H 3.17 -0.01 -0.63
H 1.63 -0.42 0.05
H 2.41 2.30 -1.15
H 1.37 1.04 -1.78
H 0.60 2.26 0.89
H -0.34 1.34 -0.28
H -1.02 3.19 -1.37
H 0.61 3.68 -1.68
H 1.81 4.34 0.22
H 0.95 4.50 1.77
H 3.29 6.32 0.26
H 2.69 7.53 1.46
H 2.93 5.81 1.91
H -2.04 2.89 1.33
H -2.60 3.29 -0.15
H -1.91 5.88 2.22
H -1.46 6.69 0.75
H -0.35 2.02 4.61
H -0.52 2.15 2.87
H -1.88 0.39 4.26
H -0.43 -0.61 4.14
H -2.03 -1.12 2.24
H -2.07 0.62 1.85
H -0.60 -0.29 1.57
C 0.39 -4.11 -1.44
C -0.30 -3.52 -2.67
C -0.59 -2.10 -2.22
O 0.46 -1.75 -1.30
C 1.20 -2.92 -0.94
H 1.00 -4.98 -1.65
H -0.36 -4.39 -0.70
H 0.39 -3.51 -3.52
H -1.20 -4.06 -2.97
H -1.55 -2.05 -1.69
H -0.60 -1.38 -3.04
H 2.18 -2.88 -1.43
H 1.36 -2.93 0.14
C 7.59 -3.98 3.51
C 9.01 -3.40 3.44
C 8.84 -2.30 2.40
O 7.49 -1.83 2.53
C 6.74 -2.72 3.35
H 7.38 -4.52 4.43
H 7.43 -4.66 2.67
H 9.28 -2.97 4.41
H 9.77 -4.12 3.16
H 8.98 -2.68 1.39
H 9.52 -1.46 2.55
H 6.56 -2.25 4.32
H 5.78 -2.92 2.88
C -5.15 -6.37 -2.43
C -4.86 -6.06 -3.90
C -4.12 -4.73 -3.80
O -3.42 -4.76 -2.55
C -3.88 -5.86 -1.75
H -5.33 -7.42 -2.23
H -6.01 -5.80 -2.09
H -4.21 -6.82 -4.32
H -5.76 -5.99 -4.52
H -4.82 -3.89 -3.78
H -3.41 -4.58 -4.61
H -3.10 -6.63 -1.74
H -4.05 -5.52 -0.73
C -4.57 -3.01 -8.62
C -3.72 -3.85 -9.56
C -2.50 -4.15 -8.70
O -2.97 -4.20 -7.35
C -4.30 -3.69 -7.28
H -5.63 -2.99 -8.87
H -4.21 -1.98 -8.60
H -4.24 -4.78 -9.81
H -3.46 -3.35 -10.49
H -1.75 -3.35 -8.78
H -2.02 -5.10 -8.94
H -4.98 -4.52 -7.11
H -4.37 -3.00 -6.43
C -6.12 -3.75 3.01
C -7.12 -4.90 3.03
C -6.55 -5.83 1.96
O -5.13 -5.64 1.99
C -4.81 -4.49 2.77
H -6.11 -3.16 3.92
H -6.33 -3.08 2.17
H -7.10 -5.39 4.01
H -8.14 -4.60 2.82
H -6.92 -5.56 0.97
H -6.77 -6.88 2.15
H -4.36 -4.82 3.72
H -4.07 -3.89 2.23
C 0.07 10.90 2.61
C 0.80 9.73 1.95
C -0.36 8.91 1.41
O -1.40 9.83 1.10
C -1.09 11.12 1.64
H 0.69 11.79 2.73
H -0.31 10.61 3.59
H 1.42 10.08 1.13
H 1.43 9.17 2.64
H -0.73 8.21 2.18
H -0.11 8.34 0.52
H -0.80 11.79 0.82
H -1.98 11.52 2.12

The total charge is +1. The multiplicity is 1. The HOMO energy comes out at -10.257 eV. Its LUMO energy is -3.699 eV.

Here are the Löwdin charges for atoms 1 to 8, given in e: C -0.0944; C -0.2514; C -0.2048; C -0.2327; N -0.1726; C -0.1724; C -0.1692; C -0.1598

=====

Molecular formula: C39H83BrF3IN11O13
Method: DFT, ωB97M-V/def2-TZVPD

Element x y z (Å)
O 3.28 -2.82 0.65
C 2.45 -2.49 -0.06
Br 1.89 -3.72 -1.46
C 1.80 -1.12 0.17
C 1.15 -0.46 -1.08
O -0.26 -0.42 -0.86
C -0.76 0.85 -0.49
C -2.02 0.67 0.40
C -2.59 -0.77 0.47
O -3.51 -0.79 1.56
C -3.43 -1.13 -0.77
F -3.69 -2.43 -0.74
F -4.61 -0.53 -0.66
F -2.83 -0.83 -1.90
C 0.22 1.73 0.29
N 1.53 1.96 -0.41
C 1.75 0.92 -1.45
I 3.81 0.73 -2.08
H 2.57 -0.47 0.60
H 1.01 -1.21 0.93
H 1.30 -1.09 -1.97
H -1.09 1.41 -1.39
H -1.80 0.98 1.44
H -2.84 1.31 0.05
H -1.84 -1.54 0.70
H -3.07 -1.21 2.31
H 0.45 1.32 1.29
H -0.23 2.72 0.48
H 1.57 2.92 -0.82
H 2.32 1.93 0.25
H 1.21 1.26 -2.35
C -3.91 3.78 2.51
O -3.08 4.68 2.54
N -5.18 3.90 2.09
C -6.10 2.77 2.08
C -5.64 5.20 1.63
H -3.66 2.76 2.84
H -6.44 2.60 1.06
H -6.95 3.00 2.72
H -5.61 1.87 2.45
H -5.04 5.53 0.79
H -5.54 5.93 2.44
H -6.69 5.13 1.33
C -2.71 -6.19 -4.59
O -2.09 -7.14 -5.03
N -3.13 -6.07 -3.32
C -3.87 -4.90 -2.86
C -2.83 -7.13 -2.37
H -2.99 -5.33 -5.22
H -3.31 -4.41 -2.06
H -4.84 -5.22 -2.49
H -4.01 -4.20 -3.68
H -1.75 -7.26 -2.30
H -3.27 -8.06 -2.72
H -3.24 -6.88 -1.39
C 1.60 -2.67 3.41
O 0.49 -2.21 3.12
N 1.95 -3.15 4.61
C 3.28 -3.67 4.87
C 0.96 -3.15 5.68
H 2.41 -2.71 2.67
H 3.20 -4.72 5.18
H 3.74 -3.10 5.67
H 3.90 -3.61 3.98
H 0.10 -3.74 5.38
H 0.64 -2.12 5.87
H 1.40 -3.56 6.58
C -3.61 -3.02 -7.82
O -3.90 -3.60 -6.80
N -2.88 -3.54 -8.83
C -2.57 -2.79 -10.03
C -2.40 -4.91 -8.71
H -3.92 -1.98 -8.01
H -2.99 -3.30 -10.90
H -1.49 -2.71 -10.14
H -3.00 -1.79 -9.98
H -3.25 -5.58 -8.58
H -1.76 -4.99 -7.83
H -1.84 -5.19 -9.60
C 6.28 -2.04 4.43
O 5.60 -2.13 5.44
N 6.87 -0.91 4.00
C 7.67 -0.85 2.79
C 6.69 0.31 4.78
H 6.48 -2.90 3.78
H 8.68 -0.52 3.04
H 7.22 -0.13 2.09
H 7.73 -1.83 2.29
H 7.07 0.15 5.79
H 5.62 0.54 4.85
H 7.21 1.14 4.31
C -2.94 9.50 4.74
O -4.04 9.45 5.25
N -2.42 8.54 3.94
C -1.10 8.66 3.36
C -3.21 7.35 3.66
H -2.27 10.36 4.89
H -1.18 8.63 2.27
H -0.48 7.83 3.70
H -0.63 9.60 3.66
H -4.14 7.65 3.18
H -3.45 6.84 4.60
H -2.66 6.68 3.01
C 8.22 -4.24 1.28
O 7.84 -3.77 2.34
N 9.41 -4.82 1.07
C 9.79 -5.36 -0.22
C 10.34 -4.91 2.19
H 7.58 -4.22 0.37
H 10.00 -6.43 -0.12
H 10.69 -4.86 -0.57
H 9.00 -5.22 -0.94
H 9.88 -5.48 3.00
H 10.57 -3.91 2.55
H 11.25 -5.41 1.87
C 3.01 5.33 -1.59
O 2.18 4.45 -1.78
N 4.02 5.63 -2.41
C 4.97 6.69 -2.12
C 4.16 4.88 -3.65
H 2.99 5.96 -0.69
H 4.93 7.44 -2.91
H 5.97 6.27 -2.07
H 4.73 7.16 -1.16
H 3.26 4.99 -4.25
H 4.29 3.82 -3.41
H 5.02 5.24 -4.21
C -6.75 -0.68 4.15
O -7.00 0.48 3.88
N -5.70 -1.10 4.88
C -5.46 -2.50 5.17
C -4.77 -0.10 5.40
H -7.39 -1.51 3.81
H -5.46 -2.66 6.25
H -4.49 -2.79 4.76
H -6.23 -3.12 4.72
H -5.31 0.59 6.05
H -4.34 0.46 4.57
H -3.98 -0.59 5.97
C -1.96 3.07 -5.25
O -1.57 3.45 -4.16
N -2.72 1.97 -5.44
C -3.15 1.56 -6.77
C -3.12 1.19 -4.29
H -1.71 3.60 -6.18
H -4.25 1.54 -6.80
H -2.78 0.55 -6.97
H -2.78 2.24 -7.52
H -3.69 1.82 -3.60
H -2.22 0.84 -3.77
H -3.72 0.34 -4.59

The total charge is +1. The multiplicity is 1. The HOMO energy comes out at -10.136 eV. Its LUMO energy is -3.094 eV.

Here are the Löwdin charges for atoms 1 to 8, given in e: O 0.0483; C -0.8236; Br 0.7683; C -0.1107; C -0.3702; O -0.0735; C -0.2845; C -0.0347

=====

Molecular formula: C39H86INO17P
Method: DFT, ωB97M-V/def2-TZVPD

Element x y z (Å)
O 2.92 1.72 -0.63
P 2.32 1.11 -2.12
I 1.99 3.01 -3.68
C 0.56 0.49 -1.76
C 0.47 -0.88 -0.93
O -0.12 -1.99 -1.63
C -1.46 -1.71 -2.10
C -1.65 -0.15 -2.49
C -2.69 0.12 -3.68
O -3.41 1.38 -3.38
C -4.64 0.93 -2.76
C -4.64 0.83 -1.22
C -5.94 0.32 -0.50
C -7.15 -0.05 -1.42
C -7.17 0.08 -2.98
C -5.84 0.60 -3.69
N -0.28 0.30 -3.00
H 2.56 1.10 0.05
H 0.02 1.31 -1.15
H 1.52 -1.17 -0.55
H -0.21 -0.67 -0.02
H -1.71 -2.30 -3.07
H -2.28 -2.00 -1.35
H -1.93 0.44 -1.56
H -3.46 -0.73 -3.71
H -2.21 0.23 -4.72
H -3.73 1.11 -0.60
H -5.91 0.24 0.63
H -8.10 -0.45 -0.93
H -8.06 -0.18 -3.63
H -5.74 0.73 -4.83
H -0.42 1.17 -3.54
H 0.11 -0.42 -3.64
C -6.21 -3.25 -4.99
O -5.07 -3.02 -4.18
C -5.19 -3.60 -2.88
C -4.44 -4.93 -2.79
O -5.02 -5.91 -3.65
C -4.30 -6.06 -4.87
H -5.95 -3.04 -6.03
H -6.56 -4.28 -4.93
H -7.01 -2.56 -4.69
H -6.25 -3.73 -2.62
H -4.75 -2.90 -2.17
H -4.52 -5.30 -1.77
H -3.38 -4.79 -3.02
H -3.40 -6.65 -4.69
H -4.03 -5.10 -5.31
H -4.94 -6.60 -5.57
C 6.45 5.09 -3.18
O 6.69 6.48 -3.05
C 7.21 7.05 -4.25
C 6.13 7.77 -5.05
O 5.15 6.84 -5.54
C 3.98 6.83 -4.74
H 5.79 4.78 -2.36
H 5.95 4.84 -4.12
H 7.39 4.54 -3.10
H 7.72 6.29 -4.86
H 7.97 7.79 -3.95
H 6.59 8.23 -5.93
H 5.66 8.56 -4.46
H 3.36 7.70 -4.97
H 4.21 6.82 -3.67
H 3.41 5.93 -4.98
C -8.71 0.36 1.91
O -7.83 -0.62 2.44
C -7.25 -0.22 3.68
C -7.97 -0.86 4.87
O -9.31 -0.40 4.97
C -10.25 -1.32 4.43
H -9.32 -0.12 1.14
H -9.37 0.76 2.67
H -8.12 1.16 1.45
H -7.24 0.87 3.77
H -6.21 -0.56 3.68
H -7.46 -0.57 5.79
H -7.94 -1.96 4.80
H -10.41 -2.14 5.13
H -9.92 -1.73 3.47
H -11.20 -0.80 4.28
C 2.27 -3.75 -3.41
O 3.42 -3.52 -2.60
C 3.31 -4.13 -1.31
C 4.08 -5.45 -1.25
O 3.50 -6.42 -2.11
C 4.20 -6.55 -3.34
H 2.54 -3.52 -4.45
H 1.93 -4.79 -3.36
H 1.47 -3.08 -3.10
H 2.26 -4.27 -1.04
H 3.76 -3.43 -0.60
H 4.01 -5.84 -0.23
H 5.14 -5.30 -1.48
H 5.12 -7.13 -3.19
H 4.46 -5.58 -3.77
H 3.57 -7.08 -4.05
C 5.86 -0.97 0.31
O 5.84 -2.20 1.01
C 6.64 -3.20 0.38
C 8.00 -3.34 1.07
O 8.78 -2.16 0.91
C 8.74 -1.33 2.07
H 5.48 -0.19 0.97
H 6.87 -0.69 -0.01
H 5.21 -1.03 -0.57
H 6.76 -2.99 -0.69
H 6.10 -4.15 0.47
H 8.55 -4.15 0.59
H 7.88 -3.60 2.12
H 9.40 -1.74 2.84
H 7.73 -1.22 2.47
H 9.11 -0.34 1.79
C 7.89 4.87 0.40
O 9.04 5.11 1.20
C 8.93 4.51 2.49
C 9.70 3.19 2.56
O 9.12 2.21 1.71
C 9.83 2.08 0.48
H 8.15 5.09 -0.64
H 7.55 3.83 0.46
H 7.08 5.54 0.71
H 7.88 4.37 2.77
H 9.38 5.21 3.20
H 9.64 2.80 3.59
H 10.76 3.34 2.33
H 10.74 1.50 0.64
H 10.08 3.05 0.05
H 9.19 1.54 -0.23
C -8.62 0.31 8.72
O -7.32 0.45 8.17
C -7.05 1.78 7.74
C -6.21 2.54 8.76
O -6.93 2.74 9.98
C -6.57 1.80 10.98
H -8.66 -0.63 9.28
H -8.87 1.13 9.40
H -9.36 0.27 7.92
H -7.98 2.31 7.52
H -6.48 1.71 6.80
H -5.99 3.53 8.36
H -5.26 2.03 8.95
H -5.61 2.09 11.43
H -6.49 0.78 10.59
H -7.33 1.82 11.76

The total charge is +1. The multiplicity is 1. The HOMO energy comes out at -10.408 eV. Its LUMO energy is -3.301 eV.

Here are the Löwdin charges for atoms 1 to 8, given in e: O -0.3811; P 0.5298; I 0.4521; C -0.4693; C -0.1527; O -0.1642; C -0.1088; C -0.1799